1.
DFT (ωB97M-V/def2-TZVPD) results for C42H52InN5O6P2SeSi2 as an isolated structure.

The geometry in XYZ format:
```
111
Properties=species:S:1:pos:R:3
In 0.76872 -0.93264 -1.08599
C -4.08738 -3.07925 -0.34811
Si -2.76469 -3.21328 1.00464
C -1.59338 -4.57641 0.45618
C -3.70966 -3.83434 2.53030
N -2.06780 -1.70060 1.24826
P -0.70773 -1.14246 1.82615
C 0.33831 -0.17463 0.89020
P 0.37545 1.51222 0.61820
N -0.05828 1.94693 -0.83190
Si -0.09645 3.25366 -1.88911
C -1.87588 3.60042 -2.45531
C 0.51367 4.91224 -1.21272
C 0.86953 2.96217 -3.47237
C 2.09462 2.06563 0.98928
C 2.38608 3.41186 1.20555
C 3.68514 3.83215 1.44799
C 4.71941 2.90403 1.46888
C 4.44068 1.56307 1.25327
C 3.13632 1.14460 1.02488
C -0.54947 2.50228 1.86267
C -0.06444 2.74632 3.14570
C -0.77372 3.53988 4.03242
C -1.98205 4.10873 3.64936
C -2.47215 3.88142 2.37297
C -1.75280 3.08846 1.48750
C 0.23835 -2.55420 2.51604
C 1.47772 -2.94176 2.03196
C 2.09795 -4.09091 2.51649
C 1.50035 -4.83147 3.52166
C 0.27062 -4.43156 4.04061
C -0.35758 -3.30936 3.53142
C -1.08913 -0.27504 3.40435
C -0.12367 -0.14476 4.40091
C -0.44654 0.40306 5.63196
C -1.74098 0.84733 5.87655
C -2.70420 0.73677 4.88482
C -2.38114 0.16477 3.65976
H -3.64197 -3.03610 -1.34543
H -4.71900 -2.19468 -0.22350
H -4.73599 -3.96057 -0.32442
H -2.15920 -5.36987 -0.04502
H -0.83607 -4.20998 -0.24348
H -1.06246 -5.02329 1.30048
H -4.46503 -4.57814 2.25847
H -3.03420 -4.29598 3.25552
H -4.21512 -3.00037 3.02561
H -2.58481 3.60774 -1.62281
H -1.93780 4.57264 -2.95474
H -2.21059 2.84200 -3.16764
H -0.01601 5.20987 -0.30302
H 1.58365 4.89300 -0.99765
H 0.33454 5.68031 -1.97329
H 0.66912 1.96572 -3.87162
H 0.59123 3.70187 -4.23046
H 1.94389 3.03543 -3.29060
H 1.58737 4.14389 1.19477
H 3.88903 4.88341 1.61887
H 5.73823 3.22787 1.65028
H 5.23790 0.82987 1.25150
H 2.93062 0.09339 0.86267
H 0.88331 2.31824 3.44648
H -0.38563 3.70749 5.02997
H -2.53721 4.72690 4.34561
H -3.40878 4.32692 2.05834
H -2.11257 2.93878 0.47809
H 1.97239 -2.35827 1.26544
H 3.02987 -4.40268 2.06379
H 1.98218 -5.72715 3.89757
H -0.20283 -5.00460 4.83036
H -1.32350 -3.00910 3.92512
H 0.88498 -0.49404 4.20859
H 0.31219 0.48512 6.40195
H -1.99566 1.28235 6.83652
H -3.71330 1.08921 5.06545
H -3.13238 0.03547 2.88884
N -1.13202 -1.34936 -2.31529
C -1.77457 -0.33806 -3.17604
C -3.30057 -0.40702 -3.13830
C -3.87241 0.36242 -1.93345
N -3.01016 0.23794 -0.78710
H -0.75549 -2.10814 -2.88145
H -1.78512 -1.72293 -1.63487
H -1.40726 -0.50410 -4.18850
H -1.43713 0.64908 -2.85557
H -3.60804 -1.45707 -3.10584
H -3.71278 0.00254 -4.06772
H -4.90472 0.03671 -1.74198
H -3.93159 1.41880 -2.20675
H -3.16886 -0.47780 -0.09062
H -2.67488 1.09301 -0.38183
O 2.97244 -4.54603 -0.51798
Se 2.53913 -3.29733 -1.44556
O 3.11743 -3.35011 -2.95583
O 0.85485 -3.10575 -1.47425
O 2.88679 -1.82254 -0.72668
O 3.26192 1.00556 -2.03760
C 2.88128 0.29865 -2.94528
N 1.68293 -0.38340 -2.99333
C 1.57518 -1.06850 -4.18210
O 0.62182 -1.71173 -4.57904
C 2.82952 -0.81702 -4.97253
C 3.22787 -1.28004 -6.20816
C 4.47244 -0.86423 -6.67320
C 5.27511 -0.01252 -5.91621
C 4.85752 0.44637 -4.66991
C 3.62330 0.02386 -4.22247
H 2.59819 -1.95368 -6.77459
H 4.83127 -1.21396 -7.63437
H 6.24162 0.28772 -6.30426
H 5.47079 1.10063 -4.06335
```

As for the largest force on an atom: 0.010 Eh/bohr. The calculation puts the LUMO energy at 0.15327 Eh. Its charge is -2.

2.
DFT (ωB97M-V/def2-TZVPD) results for C42H52N7OPt as an isolated structure.

The geometry in XYZ format:
```
103
Properties=species:S:1:pos:R:3
Pt -1.71569 0.74680 -1.50925
C 0.24888 -2.67582 -1.78722
C 0.15291 -3.42412 -0.45035
C 1.02667 -2.88354 0.70627
C -1.29514 -3.56889 -0.02926
C -1.90795 -4.80978 -0.09765
C -3.24842 -4.96182 0.23164
C -3.98316 -3.84866 0.59604
C -3.40750 -2.58119 0.66733
C -4.28938 -1.37704 0.94807
C -4.86296 -1.41128 2.36572
C -5.40961 -1.26553 -0.08790
C -2.03313 -2.45279 0.40019
N -1.40663 -1.20861 0.43641
C -1.45436 -0.49754 1.50958
C -1.16466 0.89040 1.53503
C -0.99280 1.68100 2.67644
C -0.81395 2.97930 2.22330
C -0.90203 2.93783 0.81681
N -1.12075 1.67866 0.39736
C -0.92051 4.17445 -0.06557
C -0.42858 3.93518 -1.49359
C -2.37513 4.67142 -0.12506
C -0.03768 5.26578 0.55228
H 1.24509 -2.76488 -2.22243
H -0.02615 -1.62071 -1.69845
H -0.45794 -3.12659 -2.48517
H 0.51556 -4.44072 -0.62760
H 0.77825 -0.87603 0.31550
H 1.91151 -3.50134 0.86297
H 0.44045 -2.89279 1.62174
H -1.32632 -5.66961 -0.41364
H -3.71684 -5.93698 0.18291
H -5.03930 -3.95866 0.81565
H -3.68298 -0.47640 0.83989
H -5.54527 -2.25656 2.49136
H -5.41934 -0.49554 2.57583
H -4.07277 -1.50826 3.11224
H -6.08108 -2.12718 -0.05225
H -4.99381 -1.19130 -1.09257
H -6.00376 -0.36815 0.09798
H -1.76341 -0.94254 2.46532
H -0.97604 1.32375 3.69588
H -0.64176 3.85686 2.82516
H -0.91368 3.07241 -1.95627
H 0.65186 3.77592 -1.51009
H -0.63829 4.82711 -2.09261
H -2.99762 3.93586 -0.63920
H -2.43192 5.61882 -0.66992
H -2.77672 4.82008 0.87922
H 0.99197 4.91926 0.66558
H -0.39937 5.58510 1.53088
H -0.03145 6.14221 -0.10125
N 7.94691 -2.25929 6.78648
C 7.20607 -2.10827 5.91778
C 6.28475 -1.92297 4.84046
C 6.68862 -2.13489 3.51801
C 5.80847 -1.97146 2.47535
C 4.47249 -1.58667 2.71421
C 4.07455 -1.36369 4.04863
C 4.96797 -1.53095 5.08424
N 3.57384 -1.41656 1.71309
C 3.82517 -1.44728 0.36282
C 2.69619 -1.38357 -0.33712
N 1.56234 -1.47875 0.59519
C 2.16805 -0.97234 1.91007
H 7.70778 -2.43766 3.31592
H 6.15318 -2.15927 1.46824
H 3.06643 -1.03800 4.25761
H 4.64480 -1.35236 6.10153
H 4.82493 -1.43996 -0.03899
H 2.52706 -1.29080 -1.39176
H 1.71691 -1.59570 2.68858
N 3.14266 1.96213 2.23637
C 3.51794 2.74877 1.21291
O 4.26239 3.71493 1.33239
C 2.96901 2.36661 -0.13084
C 3.59651 2.83109 -1.27690
C 3.10767 2.43101 -2.50807
C 2.00763 1.58306 -2.54021
N 1.37223 1.15863 -1.45325
C 1.84688 1.56023 -0.27546
H 3.49471 2.21606 3.14425
H 2.63741 1.07174 2.13078
H 4.45051 3.48838 -1.17578
H 3.56281 2.76501 -3.43117
H 1.60361 1.25078 -3.49068
H 1.29869 1.24198 0.60060
C -2.48326 -1.01448 -5.15219
C -2.54649 0.33220 -4.42216
C -1.31170 1.16016 -4.77168
C -3.81750 1.08479 -4.83299
C -2.64369 0.06396 -2.93228
H -2.40938 -0.86536 -6.23328
H -3.37291 -1.61425 -4.94685
H -1.60898 -1.58537 -4.82852
H -1.17392 1.23272 -5.85619
H -0.43546 0.68454 -4.32929
H -1.38768 2.16059 -4.34476
H -3.80204 1.31008 -5.90378
H -3.89372 2.02237 -4.28025
H -4.70958 0.48924 -4.62252
H -3.44817 -0.67852 -2.78179
```

As for the largest force on an atom: 0.013 Eh/bohr. The calculation puts the LUMO energy at 0.08501 Eh. Its charge is -1.